Entry i
The following is a quantum chemistry calculation of a cluster of 7 separate species, C8H32N2O7 in total, from the OMol25 dataset.

Kohn-Sham gap, eV: 9.226
Multiplicity: 1
SMILES: COC[C@H](C)N.COC[C@H](C)N.O.O.O.O.O
HOMO level, eV: -9.35

The geometry in XYZ format:
```
49
C8H32N2O7 (the ωB97M-V functional and the def2-TZVPD basis)
H -1.09936 0.26050 -2.78643
H 1.77965 -2.88074 2.45981
C -1.96945 5.16725 0.87446
C -1.69969 0.28535 1.52183
O -2.53414 3.94634 1.45201
H -4.20357 2.35916 1.48408
H 2.67053 1.03727 -1.54519
H -1.00300 2.64190 -2.54661
H 2.61155 -4.66823 0.42641
H 1.02462 -1.43442 1.80857
N 0.82227 -2.16466 -0.77102
H -2.10742 0.52271 -1.68781
H -0.65905 0.37663 1.83300
H 0.92217 -6.37347 -1.82402
C -1.85332 2.81307 0.95705
N -3.78323 1.44520 1.57396
H -2.19484 2.56323 -0.04746
H 2.39644 -6.25493 -2.83064
C 1.76693 -4.32825 -0.17288
C 1.93373 -5.97209 -1.88513
H -3.89849 1.10878 0.62863
O 3.61405 1.08422 -1.69946
H 3.99588 1.17316 -0.82623
H 2.32739 2.44990 2.17983
H -0.77840 2.97167 0.87049
O 1.99057 -4.56890 -1.56451
H 2.57803 -2.29262 -0.02580
O 2.67670 1.98030 1.42241
H -1.23119 4.13571 -2.63803
H -0.89841 5.11048 0.68016
O -0.59821 3.48368 -2.33733
H 0.26402 -3.01766 1.78476
H 2.56625 -6.41204 -1.11411
H -1.70366 0.01126 0.46687
C -2.36443 1.64701 1.88914
H -2.57858 5.31952 -0.01653
C 1.65227 -2.83917 0.15405
H 1.10841 -0.11507 -0.57691
H -2.22229 5.97542 1.56078
H -2.17553 -0.57912 1.98483
H 0.17893 0.90925 -1.19233
H -2.22071 1.96004 2.92328
H 1.18881 -2.27524 -1.70564
C 1.20473 -2.49259 1.61904
O -1.31151 0.87628 -2.08497
H -0.02762 -2.69885 -0.88246
H 0.87991 -4.87761 0.14258
H 1.91354 1.81760 0.86803
O 1.04869 0.81277 -0.80447
```

Entry ii
The following is a quantum chemistry calculation of a cluster of 7 separate species, C8H32N2O7 in total, from the OMol25 dataset.

Kohn-Sham gap, eV: 9.452
Multiplicity: 1
SMILES: COC[C@H](C)N.COC[C@H](C)N.O.O.O.O.O
HOMO level, eV: -9.01

The geometry in XYZ format:
```
49
C8H32N2O7 (the ωB97M-V functional and the def2-TZVPD basis)
C 3.45032 -4.79949 -4.25700
H 2.69145 -5.23320 -7.48730
H -5.16923 2.22545 3.92743
O -4.56916 1.58305 1.33165
H 4.02087 -5.84819 -6.74443
H 5.32972 4.55926 -0.80685
C -4.91235 0.68809 2.41112
H 4.97634 4.57400 -2.27886
C -3.15634 1.57577 4.11557
H -2.88665 1.99824 5.08350
C 2.12811 -3.41267 -2.74880
H -4.42791 -0.28234 2.30313
H 4.19305 -4.00177 -4.24633
H -1.97139 3.67553 -0.16324
N 3.33592 -5.10634 -6.72005
H -6.04929 0.26599 4.77128
C -5.31341 1.37685 0.17338
H 1.47350 7.13981 3.59081
N -5.07332 0.46070 4.94354
O 4.85282 4.06799 -1.47578
H -2.54975 0.68477 3.95355
O -1.32927 4.36490 -0.33258
H 1.34727 -3.12973 -3.45473
O 2.69055 -4.66550 -3.03337
H -0.48108 3.93327 -0.23011
O 2.41477 7.02637 3.72258
H 0.94439 -6.03423 -4.47938
H 3.21716 2.37359 1.00719
H -4.93758 0.88577 5.84962
H -2.69290 2.25440 3.39948
H -6.39503 1.38871 0.30768
H 1.96643 -4.03331 -5.61512
H 2.18291 -7.04837 -5.05815
O 2.65090 2.02546 1.69595
H 1.63950 -3.47078 -1.77617
H -5.96024 0.40068 2.32488
C -4.65126 1.26930 3.85266
H 2.74243 3.37979 7.18539
H 4.11740 3.39945 6.55217
C 2.56571 -4.93385 -5.48098
H -5.22513 2.30021 -0.39909
H 2.93816 -2.68802 -2.66647
H 2.59413 2.73157 2.33970
H -5.06814 0.49543 -0.41910
H 4.07379 -5.69332 -4.23558
H 1.01244 -6.37671 -6.23377
O 3.18591 3.34890 6.33769
H 2.48326 6.47561 4.50246
C 1.60025 -6.17109 -5.33918
```

It comes down to entry i, which is 0.846 eV more stable than the next structure.

Entry i
The following is a quantum chemistry calculation of an isolated molecule of C24H30N2O4, from the OMol25 dataset.

Kohn-Sham gap, eV: 8.480
Multiplicity: 1
SMILES: CCOc1ccc(CCNC(=O)c2ccc(C)c(N3CCCC3=O)c2)cc1OCC
HOMO level, eV: -7.83

The geometry in XYZ format:
```
60
C24H30N2O4 (the ωB97M-V functional and the def2-TZVPD basis)
C -0.35117 -1.55623 -0.57550
H -2.12205 -4.41691 1.91541
C -2.20130 -1.90100 3.39295
H 0.16437 2.78032 -3.85884
O 2.10228 -0.42902 -1.62945
H -0.03880 0.15724 -3.84366
H -0.53386 1.76109 3.93738
C 1.08865 -0.51545 -2.29369
H 2.91385 3.06990 -1.36159
C -1.75615 -3.01494 -2.44720
C -2.10374 -3.13463 -1.10752
H 0.20183 -0.98256 0.15257
H 4.91167 1.19310 0.43942
H -0.75975 4.15390 3.29391
H -0.48120 -2.11683 -3.90500
C -0.31698 2.12124 -1.32883
H 3.38159 0.33292 0.25665
C 4.09291 0.72502 0.98114
C -0.48092 1.94972 0.03546
H 2.68907 1.12606 -3.32718
C -1.42106 3.40779 2.85905
H -3.79518 -3.57215 0.12395
C -0.76003 2.03427 2.90205
N -1.67075 -2.48615 1.21201
H -2.85420 -4.99050 -0.35255
O 0.50588 2.02525 2.26626
C 0.89270 2.53960 -1.85696
C 1.11202 2.61241 -3.34161
H -3.90600 -4.20195 -1.52547
H 1.86430 1.28843 -4.90297
H -0.39406 -4.08558 1.66396
H 4.15137 2.18287 2.58465
H -0.24868 -2.77907 3.65429
C -0.73842 -2.17425 -2.85729
C -1.26518 -3.10587 3.43285
N 0.89098 0.16386 -3.45262
C 1.81537 2.57927 0.37845
O -2.50224 -0.38074 1.49926
C -3.23302 -4.02520 -0.69019
H -1.90536 -1.09138 4.05697
H 4.48733 -0.09807 1.57168
C 0.57313 2.17918 0.90917
C 1.95070 2.75919 -0.98631
H 2.62985 1.26341 2.48369
C -1.33843 -3.65465 2.00404
H -1.63722 3.69325 1.83240
H -1.15745 1.92658 -1.98107
C -0.03255 -1.42844 -1.92037
H -2.30274 -3.58765 -3.18283
C -2.14909 -1.45267 1.93960
H 1.79507 3.42426 -3.59327
H -1.43450 1.60769 0.40500
H -2.35075 3.38301 3.42084
H -1.55841 -3.84881 4.17181
C 3.42195 1.74293 1.89862
H -3.23144 -2.17651 3.62929
C -1.37535 -2.39813 -0.17034
H -1.42380 1.27620 2.47471
O 2.90130 2.84962 1.17782
C 1.72664 1.28324 -3.81777
```

Entry ii
The following is a quantum chemistry calculation of an isolated molecule of C24H30N2O4, from the OMol25 dataset.

Kohn-Sham gap, eV: 8.645
Multiplicity: 1
SMILES: COc1ccc(CCNC(=O)[C@@H]2CC(=O)N(CCc3ccc(C)cc3)C2)cc1OC
HOMO level, eV: -8.23

The geometry in XYZ format:
```
60
C24H30N2O4 (the ωB97M-V functional and the def2-TZVPD basis)
C -0.55041 1.28364 -1.29142
H 0.71222 1.68325 2.05710
H 0.27773 0.59176 -1.08706
C 0.99890 -1.86246 -3.14832
H -1.49402 1.44781 6.27892
C 2.38740 -1.84177 -1.18189
H -1.09092 -2.12477 -2.79683
H 0.89882 -0.12932 -6.12665
C -0.83499 1.28445 4.25403
H -2.58971 -2.11228 6.72929
C -1.20340 1.74317 1.08769
O 1.29993 -2.07882 0.99280
C -2.30898 -1.06615 6.82349
C 1.10555 -0.25367 -5.05885
H -1.84509 -2.41217 4.50213
H -0.69782 0.53946 -4.32415
H 1.41325 3.41718 -1.77503
H 3.37230 -1.75878 -0.75232
C 0.83405 1.48717 -3.35824
O 2.02616 1.63121 -3.20360
H 3.12260 -1.62715 -3.17128
H 0.25386 0.16318 1.25919
C 1.28106 -2.01254 -0.36852
H -1.51451 2.62777 1.64855
O -1.03265 -2.27499 -0.08369
H -3.18985 -0.49317 7.11073
C 0.00373 -2.12187 -0.95999
H 2.14445 0.01562 -4.86065
H -2.66728 -1.57888 -1.15997
C -0.66017 0.45389 3.15381
H -2.96993 -2.59202 0.27097
O -0.24355 4.34703 0.37776
C -1.56454 -1.36992 4.43700
H -1.45759 0.69307 -1.45486
N -0.74278 2.20038 -0.19769
C -0.20826 2.18884 -2.49118
C -0.23555 3.43541 -0.41750
C 0.83937 -1.70719 -4.63594
H 2.29430 -1.97014 2.71799
C -1.36659 0.79112 5.42965
C -1.03347 -0.87888 3.25679
C 2.53040 -1.92767 1.65587
H -2.06885 1.08835 0.94141
H -2.38818 -3.34149 -1.23700
H -0.17192 -1.99273 -4.93406
C -0.11115 0.99194 1.86533
H -1.10677 2.40119 -3.07629
H -1.57791 -0.97473 7.62643
N 0.30047 0.67425 -4.29792
H -0.54654 2.32387 4.18788
C -1.73960 -0.54415 5.53831
C 2.24559 -1.76787 -2.55942
H -0.89366 -1.53674 2.41127
C -2.32622 -2.45530 -0.59669
C 0.32184 3.46034 -1.83137
H 0.04250 4.37417 -2.35164
H 1.54465 -2.35178 -5.16314
H 2.99481 -0.96281 1.42790
H 3.22545 -2.73506 1.40341
C -0.11806 -2.04394 -2.33569
```

It comes down to entry i, which is 0.053 eV more stable than the next structure.